Below is C3H3NO3 in the gas phase, with properties calculated with ωB97M-V with the def2-TZVPD basis set.

The calculation puts the frontier orbital gap at 9.570 eV. As for the maximum force: 0.014 Eh/bohr. For the relative energy (zero: lowest compared OMol25 entry of this formula, charge and spin), the calculation gives 4.492 eV. The value obtained for the total energy is -396.45936 Eh.

XYZ file:
```
10
C3H3NO3 ωB97M-V with the def2-TZVPD basis set
N -0.516 1.295 -0.807
C -0.464 0.097 -0.479
O 0.561 -0.782 -0.258
C 1.806 -0.314 0.037
O 2.116 0.834 0.165
C -1.829 -0.423 1.064
O -1.663 -0.574 -0.240
H 0.401 1.725 -0.841
H 2.477 -1.177 0.129
H -2.890 -0.681 1.231
```

Below is 7 unconnected molecules or ions with the total composition C43H62F6N3O7S, with properties calculated with ωB97M-V with the def2-TZVPD basis set.

The calculation puts the frontier orbital gap at 7.436 eV. As for the maximum force: 0.017 Eh/bohr. The charge is +1. The value obtained for the total energy is -3363.79947 Eh.

XYZ file:
```
122
C43H62F6N3O7S ωB97M-V with the def2-TZVPD basis set
C 1.649 3.020 0.484
C 1.553 2.836 -0.827
C 2.124 1.622 -1.511
N 1.631 0.349 -0.888
C 2.544 -0.307 -0.148
C 2.269 -1.494 0.516
C 3.418 -2.153 1.222
C 4.288 -2.976 0.237
C 0.971 -2.006 0.447
C 0.732 -3.308 1.170
C 0.615 -3.168 2.694
S 0.444 -4.793 3.485
C -1.219 -5.131 3.188
N -1.698 -5.868 2.241
N -3.061 -5.857 2.408
C -3.279 -5.116 3.435
O -2.169 -4.613 4.009
C 0.006 -1.326 -0.341
C -1.400 -1.859 -0.471
C -2.309 -1.589 0.737
C -3.766 -1.351 0.365
F -2.259 -2.676 1.592
C 0.365 -0.164 -1.018
C -0.685 0.499 -1.934
F -0.997 -0.432 -2.876
F -0.160 1.528 -2.642
C -1.926 1.010 -1.260
C -1.847 1.642 -0.016
C -2.996 2.184 0.559
C -4.224 2.091 -0.095
C -4.299 1.439 -1.329
C -5.624 1.293 -2.013
F -5.503 1.144 -3.330
F -6.280 0.215 -1.554
F -6.406 2.347 -1.804
C -3.154 0.900 -1.917
H 2.235 2.361 1.109
H 1.150 3.828 0.992
H 1.068 3.567 -1.452
H 3.199 1.639 -1.380
H 1.930 1.631 -2.562
H 3.533 0.113 -0.111
H 4.027 -1.375 1.668
H 3.066 -2.824 1.986
H 4.249 -4.029 0.498
H 5.327 -2.679 0.291
H 3.950 -2.878 -0.786
H 1.584 -3.949 0.959
H -0.142 -3.845 0.831
H 1.518 -2.777 3.147
H -0.201 -2.514 2.973
H -4.232 -4.876 3.863
H -1.361 -2.934 -0.617
H -1.908 -1.464 -1.335
H -1.934 -0.715 1.269
H -4.358 -2.152 0.797
H -4.137 -0.420 0.778
H -3.943 -1.375 -0.703
H -0.905 1.725 0.505
H -2.957 2.669 1.524
H -5.121 2.492 0.350
H -3.215 0.418 -2.879
C 4.644 -0.870 -4.345
C 5.193 -0.327 -3.051
O 4.881 -0.818 -1.983
C 6.150 0.827 -3.149
H 3.976 -1.705 -4.144
H 4.097 -0.085 -4.867
H 5.461 -1.209 -4.984
H 5.665 1.673 -3.632
H 7.015 0.547 -3.748
H 6.479 1.116 -2.153
C 10.016 2.954 -4.253
C 8.668 3.602 -4.443
O 7.680 2.949 -4.702
C 8.610 5.101 -4.296
H 9.931 1.878 -4.384
H 10.727 3.350 -4.980
H 10.396 3.169 -3.254
H 9.271 5.574 -5.024
H 8.940 5.393 -3.298
H 7.592 5.449 -4.455
C 2.649 2.090 -6.719
C 3.173 2.703 -5.449
O 2.859 2.264 -4.359
C 4.096 3.879 -5.587
H 1.992 1.255 -6.486
H 2.094 2.836 -7.290
H 3.480 1.740 -7.334
H 3.590 4.686 -6.120
H 4.984 3.593 -6.151
H 4.403 4.227 -4.604
C -3.518 0.749 5.456
C -3.754 2.077 4.778
O -2.861 2.652 4.192
C -5.144 2.648 4.856
H -2.481 0.447 5.327
H -3.740 0.828 6.521
H -4.175 -0.010 5.028
H -5.432 2.801 5.897
H -5.859 1.959 4.403
H -5.189 3.594 4.329
C -3.015 -10.803 5.656
C -3.859 -9.617 5.254
O -4.942 -9.411 5.746
C -3.283 -8.695 4.205
H -3.537 -11.383 6.413
H -2.818 -11.434 4.788
H -2.058 -10.464 6.056
H -3.095 -9.241 3.279
H -2.338 -8.272 4.554
H -3.987 -7.895 4.004
C -5.229 5.944 1.918
C -6.527 5.878 2.690
O -6.877 4.865 3.250
C -7.357 7.135 2.727
H -4.721 4.983 1.970
H -5.426 6.196 0.874
H -4.581 6.714 2.339
H -7.633 7.433 1.714
H -6.787 7.949 3.178
H -8.258 6.961 3.309
```

Below is C16H17NO4S in the gas phase, with properties calculated with ωB97M-V with the def2-TZVPD basis set.

The calculation puts the frontier orbital gap at 8.341 eV. As for the maximum force: 0.014 Eh/bohr. For the relative energy (zero: lowest compared OMol25 entry of this formula, charge and spin), the calculation gives 0.978 eV. The value obtained for the total energy is -1373.80331 Eh.

XYZ file:
```
39
C16H17NO4S ωB97M-V with the def2-TZVPD basis set
C 0.731 2.662 1.833
H 1.210 3.390 2.482
C 0.828 3.120 0.380
H 0.330 4.086 0.260
H 1.875 3.255 0.117
C 0.170 2.131 -0.600
C 0.741 0.725 -0.434
C 2.122 0.613 -0.535
C 2.783 -0.591 -0.361
C 2.044 -1.736 -0.055
C 0.664 -1.656 -0.011
C 0.001 -0.450 -0.218
N -1.394 -0.406 -0.243
C -2.296 -1.376 0.073
O -2.031 -2.481 0.509
C -3.693 -0.964 -0.145
C -4.251 0.186 -0.641
C -5.657 0.131 -0.677
C -6.144 -1.052 -0.211
S -4.903 -2.125 0.280
H -7.169 -1.354 -0.129
H -6.276 0.934 -1.034
H -3.695 1.044 -0.976
H -1.757 0.483 -0.571
H 0.099 -2.550 0.190
O 2.641 -2.945 0.185
C 4.030 -2.847 0.400
C 4.663 -1.921 -0.639
H 5.743 -1.847 -0.500
O 4.151 -0.614 -0.502
H 4.444 -2.306 -1.645
H 4.428 -3.859 0.324
H 4.227 -2.448 1.405
H 2.728 1.475 -0.765
H 0.384 2.460 -1.627
O -1.241 2.237 -0.487
H -1.452 2.332 0.450
H -0.304 2.558 2.159
H 1.228 1.704 1.961
```

Below is C20H19NO3 in the gas phase, with properties calculated with ωB97M-V with the def2-TZVPD basis set.

The calculation puts the frontier orbital gap at 8.936 eV. As for the maximum force: 0.019 Eh/bohr. For the relative energy (zero: lowest compared OMol25 entry of this formula, charge and spin), the calculation gives 0.134 eV. The value obtained for the total energy is -1054.01425 Eh.

XYZ file:
```
43
C20H19NO3 ωB97M-V with the def2-TZVPD basis set
O -1.170 -0.750 2.650
C -0.812 -1.337 1.654
N -1.678 -1.945 0.809
H -1.342 -2.353 -0.048
C -3.115 -1.802 0.947
C -3.673 -0.853 -0.061
C -4.125 0.427 0.051
C -4.497 0.833 -1.255
C -4.237 -0.227 -2.063
O -3.737 -1.255 -1.354
H -4.358 -0.375 -3.118
H -4.901 1.780 -1.545
H -4.178 1.006 0.950
H -3.581 -2.787 0.837
H -3.295 -1.412 1.950
C 0.651 -1.501 1.264
H 1.241 -1.151 2.112
H 0.862 -2.559 1.090
C 0.967 -0.679 -0.001
C 2.432 -0.676 -0.394
C 2.817 0.144 -1.453
C 4.132 0.192 -1.871
C 5.091 -0.584 -1.240
C 4.720 -1.407 -0.192
C 3.400 -1.454 0.229
H 3.139 -2.107 1.049
H 5.458 -2.019 0.304
H 6.120 -0.548 -1.564
H 4.411 0.836 -2.692
H 2.071 0.752 -1.945
C 0.440 0.734 0.170
C -0.714 1.123 -0.496
C -1.259 2.381 -0.324
C -0.646 3.277 0.534
C 0.510 2.917 1.195
C 1.065 1.653 1.018
O 2.212 1.386 1.694
H 2.568 0.530 1.422
H 1.010 3.598 1.865
H -1.066 4.260 0.686
H -2.158 2.654 -0.855
H -1.195 0.425 -1.166
H 0.420 -1.126 -0.842
```

Below is a molecular structure, C21H31AuF5N4PS, with properties calculated with ωB97M-V with the def2-TZVPD basis set.

The calculation puts the frontier orbital gap at 3.631 eV. As for the maximum force: 0.214 Eh/bohr. The charge is -2. The value obtained for the total energy is -2412.27731 Eh.

XYZ file:
```
64
C21H31AuF5N4PS ωB97M-V with the def2-TZVPD basis set
Au 0.000 0.000 0.000
F -6.222 -2.788 -3.448
C -5.046 -2.579 -2.835
C -4.970 -2.623 -1.452
F -6.076 -2.874 -0.734
C -3.753 -2.408 -0.809
F -3.737 -2.461 0.534
C -2.593 -2.145 -1.557
S -1.084 -1.877 -0.767
C -2.687 -2.104 -2.958
F -1.618 -1.858 -3.735
C -3.910 -2.321 -3.587
F -3.996 -2.282 -4.926
N -0.909 1.574 -0.643
P -1.590 2.966 -1.195
N -3.212 2.854 -1.063
C -3.881 2.167 0.036
C -5.048 1.329 -0.485
C -6.028 2.176 -1.291
C -5.296 2.983 -2.358
C -4.121 3.759 -1.762
N -1.294 3.104 -2.798
C -0.308 3.994 -3.396
C 0.984 3.263 -3.760
C 0.704 2.082 -4.683
C -0.380 1.187 -4.093
C -1.616 1.998 -3.703
N -1.005 4.258 -0.374
C 0.432 4.329 -0.062
C 0.800 3.714 1.292
C -0.038 4.299 2.420
C -1.518 4.270 2.060
C -1.756 4.916 0.696
H -4.234 2.893 0.779
H -3.194 1.500 0.566
H -5.570 0.857 0.355
H -4.661 0.519 -1.117
H -6.558 2.859 -0.617
H -6.782 1.533 -1.758
H -5.993 3.678 -2.839
H -4.928 2.306 -3.140
H -4.489 4.534 -1.078
H -3.610 4.288 -2.573
H -0.084 4.847 -2.749
H -0.737 4.438 -4.305
H 1.483 2.902 -2.853
H 1.676 3.957 -4.251
H 1.622 1.505 -4.847
H 0.378 2.453 -5.662
H 0.017 0.665 -3.214
H -0.658 0.416 -4.821
H -2.357 1.328 -3.253
H -2.092 2.400 -4.606
H 0.747 5.380 -0.078
H 1.021 3.836 -0.839
H 1.863 3.886 1.496
H 0.660 2.628 1.264
H 0.272 5.336 2.603
H 0.137 3.744 3.348
H -2.092 4.802 2.826
H -1.876 3.233 2.053
H -1.460 5.973 0.741
H -2.826 4.938 0.480
H 1.523 0.000 -0.539
```

Below is a molecular structure, C4H4FNS, with properties calculated with ωB97M-V with the def2-TZVPD basis set.

The calculation puts the frontier orbital gap at 8.541 eV. As for the maximum force: 0.137 Eh/bohr. For the relative energy (zero: lowest compared OMol25 entry of this formula, charge and spin), the calculation gives 2.281 eV. The value obtained for the total energy is -707.52118 Eh.

XYZ file:
```
11
C4H4FNS ωB97M-V with the def2-TZVPD basis set
C -0.814 0.398 -0.087
C 0.257 1.398 -0.203
C 0.990 -0.877 -0.340
C -0.294 -0.867 0.034
H -2.506 -0.535 1.802
H 0.279 2.419 -0.447
H 2.398 0.603 -0.513
H 1.724 -1.560 -0.484
N 1.395 0.462 -0.466
F -0.932 -2.081 0.156
S -2.497 0.640 0.549
```